(1)
A molecular structure, C35H53N4OP2Sn at a distorted geometry. Source: OMol25; level of theory: ωB97M-V/def2-TZVPD.

Values from the calculation:
- Orbital gap (spin up / spin down): 0.1703 / 0.1703 hartree
- Net charge: +1
- HOMO (spin up / spin down): -8.1 / -8.1 eV
- LUMO energy (spin up / spin down): -3.441 / -3.441 eV

Each line ends with the Mulliken charge.
Atoms and positions in Å:
H: -3.002 -3.670 0.807  0.2340
N: -1.145 0.608 2.563  0.7378
O: 2.198 0.322 3.734  -0.2872
N: -1.688 -0.070 -0.671  -0.2690
C: -0.451 3.857 -1.862  -1.9852
C: -1.645 3.149 0.212  -1.4905
C: -1.383 2.846 5.369  -0.8946
C: 0.137 4.790 0.430  -1.8260
H: 2.296 -3.281 0.647  0.8671
H: 1.374 -5.254 1.700  0.2599
H: -0.882 -2.060 -1.977  -0.1771
H: 1.443 -4.013 -0.656  0.6481
C: 2.172 0.131 -1.963  -0.4339
C: -2.405 0.467 -3.127  0.2370
C: 3.184 3.909 -0.935  -1.3981
P: -0.081 -2.783 0.686  0.6608
H: 2.008 -2.966 2.819  0.3086
H: -3.517 1.017 4.813  0.4456
H: -2.973 -0.549 2.612  0.6002
C: -3.979 0.742 -4.986  -0.5807
C: 2.902 2.877 0.169  1.4950
H: 3.527 0.887 0.784  0.0169
H: -0.002 -3.601 -2.355  0.2488
C: 2.146 1.568 -1.730  -0.9524
H: 2.951 4.957 -0.674  0.3362
C: -2.685 -3.262 -0.162  -1.4726
N: -1.584 1.887 4.299  0.2162
H: -1.348 -3.991 4.042  0.5396
H: -1.514 -5.707 0.322  0.3358
H: -1.248 4.603 -1.999  0.5175
H: -4.600 0.372 -2.966  0.4230
H: -1.589 2.879 1.275  0.1831
H: 4.899 2.030 0.540  0.6256
C: 2.952 -2.420 -2.062  -0.7340
Sn: 0.124 -0.111 0.730  2.1372
C: -1.414 -3.605 3.011  -1.8504
H: -2.239 3.529 5.449  0.3406
H: -0.643 5.567 0.346  0.5361
H: 3.291 -3.445 -2.000  0.5376
H: -2.781 -2.167 -0.149  0.0514
H: 2.815 2.654 2.324  0.1150
C: -2.392 0.235 3.067  -0.7342
H: 4.118 1.325 -0.844  0.3119
H: -0.855 1.280 -6.104  0.4197
H: 0.713 -1.887 3.411  0.0662
C: 2.059 0.455 2.589  -0.1707
H: -2.335 4.012 0.154  0.5956
H: 0.217 2.186 3.180  0.1778
H: 3.930 3.920 1.702  0.5488
C: 1.541 -3.062 -0.115  -1.8845
H: -2.101 2.311 -0.323  0.1192
C: 2.929 3.457 1.570  -1.5526
H: 2.643 3.727 -1.877  0.1707
C: -2.955 0.988 -5.906  -0.3890
H: 0.474 4.241 -2.311  0.2905
C: -2.208 -0.155 -1.787  0.5765
H: -1.770 -3.490 -2.621  0.6585
C: 3.915 1.709 0.163  -1.5432
H: -3.166 1.112 -6.985  0.3866
P: 1.184 2.119 -0.300  1.0527
H: -1.255 2.335 6.336  0.3440
H: 1.801 2.143 -2.612  0.4642
H: -0.323 -5.805 1.812  0.2960
H: -5.010 0.658 -5.317  0.3912
H: -3.372 -3.663 -0.926  0.5176
C: -0.714 1.636 3.305  -0.6784
H: 3.997 -1.914 -3.885  0.4340
C: -0.942 -3.167 -1.944  -1.5435
H: 2.170 4.233 1.768  0.2120
C: -1.654 1.059 -5.405  -0.8478
H: -2.155 -4.221 2.481  0.2954
H: -0.771 2.960 -2.412  0.3092
C: 2.048 -2.019 -1.079  0.1020
H: 4.241 3.815 -1.230  0.4173
C: -0.298 3.575 -0.374  2.3181
C: -3.726 0.566 -3.619  -0.5647
H: -1.691 -5.579 -1.432  0.5122
C: 3.320 -1.582 -3.113  -0.9654
C: -0.018 -3.679 2.355  1.8333
H: 1.072 5.242 0.077  0.2662
H: -0.298 0.974 -3.776  0.4798
C: -1.253 -3.679 -0.528  1.9544
H: 0.608 -5.518 3.283  0.5150
N: 1.618 -0.753 -1.034  0.5557
H: 1.031 -3.432 4.229  0.5960
H: -1.785 -2.571 3.065  0.1974
C: -2.670 1.020 4.156  -1.0279
H: 3.031 0.484 -3.916  0.4669
H: -0.070 -5.538 -0.729  0.2953
C: 2.809 -0.296 -3.164  -1.1235
C: -1.355 0.842 -4.040  0.0569
C: 0.993 -2.935 3.242  -1.5169
C: 0.433 -5.148 2.258  -1.6385
H: 0.218 4.565 1.506  0.1901
C: -1.109 -5.208 -0.568  -1.8166
H: -0.476 3.426 5.156  0.2996

Cartesian forces, eV/Å:
0.1 0.2 -0.3
-1.5 1.2 1.1
-0.5 0.2 -2.9
-4.0 -1.4 -6.7
-0.3 0.3 -0.1
-0.1 -0.3 0.1
0.0 0.4 0.5
0.1 0.6 0.0
0.0 0.3 0.1
-0.2 0.0 0.1
0.2 -0.8 -0.1
0.1 0.2 0.0
-1.5 2.3 -0.1
-0.5 -0.4 -1.0
0.4 0.5 -0.5
-1.3 -1.5 -0.7
-0.3 0.1 0.1
0.0 0.2 0.2
0.0 0.0 0.0
0.0 0.4 0.1
-1.0 0.2 0.9
0.4 0.2 -0.2
-0.6 0.4 0.3
-4.3 -2.1 -2.2
0.4 -0.5 0.3
-0.2 -0.2 -0.1
-0.6 -0.4 -0.2
0.0 0.1 -0.3
0.1 0.2 -0.3
0.2 0.0 -0.1
0.8 0.0 -0.4
0.1 0.0 -0.3
-0.4 0.1 0.3
-0.5 -0.8 1.0
2.0 0.0 0.6
0.0 -0.1 0.0
0.3 -0.2 -0.1
0.2 -0.2 -0.1
0.2 0.0 -0.2
-0.1 -0.5 0.1
0.2 0.5 -0.3
1.0 1.0 0.5
-0.1 0.2 0.5
0.1 0.1 0.3
0.0 -0.2 -0.1
0.8 -0.3 3.1
0.3 -0.3 -0.1
-0.3 -0.2 0.0
-0.5 -0.2 0.3
0.2 -0.7 0.2
0.0 0.1 0.1
0.6 0.7 0.5
0.3 0.0 0.6
-0.2 -0.3 0.5
-0.2 -0.1 0.1
4.3 3.8 5.2
0.6 0.2 0.4
0.4 0.0 -0.2
0.2 -0.1 0.9
1.0 1.4 0.5
0.0 0.1 -0.4
0.9 -0.4 0.0
0.3 0.3 0.1
0.1 0.2 0.0
0.1 0.1 0.2
-0.7 -1.2 0.0
0.0 -0.3 -0.1
0.1 0.1 -0.5
0.5 -0.4 -0.2
-0.2 0.1 0.7
0.3 0.2 0.2
0.2 0.2 0.2
0.7 -0.3 -1.2
-0.2 0.4 0.2
1.3 -0.8 -0.5
-0.3 -1.0 -0.1
0.2 0.1 0.3
-0.4 1.2 -0.6
0.0 -0.2 -0.2
-0.3 -0.2 0.2
-0.5 -0.5 0.4
0.3 -0.3 0.3
0.0 0.1 -0.3
0.9 0.3 -0.7
0.0 0.2 -0.4
0.1 -0.3 0.0
0.8 -0.1 -0.6
0.0 -0.8 0.5
-0.3 0.1 0.1
0.6 -0.8 0.9
-0.2 -0.5 -0.2
0.1 0.1 0.2
0.0 -0.1 0.2
0.0 0.0 -0.4
-0.4 -0.2 -0.3
-0.3 -0.2 0.1


(2)
7 unconnected molecules or ions with the total composition C35H54ClNO22P at a distorted geometry. Source: OMol25; level of theory: ωB97M-V/def2-TZVPD.

Values from the calculation:
- Orbital gap: 0.2941 hartree
- Net charge: +1
- HOMO: -11.1 eV
- LUMO energy: -3.068 eV

Each line ends with the Mulliken charge.
Atoms and positions in Å:
H: -10.388 -1.256 3.194  0.3593
H: -4.123 2.582 3.023  0.4387
H: 2.441 -3.912 -9.714  0.3530
C: 2.040 -5.976 5.137  0.5396
C: 1.795 -0.783 4.385  -0.9938
H: -8.569 0.344 3.183  0.2493
H: -0.104 1.556 -0.847  0.7455
H: -0.457 -1.129 -0.648  -0.0127
H: 2.784 -1.265 4.234  0.3168
H: 3.222 -1.540 -4.907  0.4658
H: -8.828 1.875 1.345  0.3284
H: -3.684 4.714 -1.179  0.2900
C: 7.250 3.284 0.427  -0.4878
H: 3.636 -3.116 -4.202  0.3825
H: 3.190 -3.240 -11.180  0.3766
O: -1.945 7.418 -0.987  -0.3732
C: -2.628 6.383 -0.275  0.5472
O: 0.179 -4.782 4.563  -0.2944
H: 5.588 2.541 1.588  0.2464
C: -8.616 0.840 1.082  -0.4789
H: 2.863 -0.155 -2.365  0.3234
O: -2.012 8.078 -3.148  -0.5027
O: 8.802 0.511 1.591  -0.5297
Cl: 1.989 3.038 2.007  -0.1494
C: -2.272 7.284 -2.305  0.5613
H: -3.595 6.779 0.053  0.2340
O: -7.911 -1.154 1.940  -0.3276
C: -1.274 -0.845 0.062  -1.0750
O: 2.298 -0.603 -6.492  -0.5805
H: -0.781 5.738 0.637  0.3013
H: -1.806 6.694 1.687  0.4096
H: -3.612 -1.540 1.100  0.1548
P: -0.586 0.394 1.287  0.9494
C: 1.433 2.286 0.484  0.3371
H: -1.072 2.095 5.524  0.3471
O: 2.236 2.112 -0.369  -0.4471
C: 2.719 -1.013 -7.531  0.6870
H: 1.089 1.169 3.775  0.3882
C: 3.514 -6.164 4.860  -1.4342
H: 7.040 4.288 0.795  0.3237
H: 2.567 -0.912 -10.273  0.2687
H: 4.267 1.670 -0.240  -0.0090
H: 1.469 -2.994 -10.846  0.3511
C: -8.850 -0.108 2.227  0.5186
O: 1.823 -4.918 6.080  -0.3452
H: -9.177 0.579 0.181  0.3061
H: -5.166 1.707 1.875  0.3089
C: 0.850 -0.432 2.065  -0.2198
C: 0.640 -4.332 5.761  0.6436
C: 5.106 2.305 -0.495  -1.0936
O: 2.375 -1.572 -0.915  -0.1373
O: -1.535 -2.015 0.837  -0.2655
C: -3.035 1.327 1.669  0.5549
H: -3.158 -2.575 -0.315  0.3086
O: 1.793 -3.195 -2.346  -0.3580
O: 4.006 -0.882 -7.942  -0.3058
H: -10.990 0.163 2.324  0.3828
C: 2.822 -2.416 -4.408  -1.8491
H: 2.138 -2.922 -5.091  0.3730
C: 8.036 1.340 1.218  0.5882
H: 1.164 -1.526 -3.373  0.2262
H: -0.721 2.708 0.379  -0.0228
O: 0.078 -3.530 6.443  -0.5585
C: 1.252 -5.499 3.947  -0.4361
C: 2.773 -1.782 -9.642  0.4878
C: -6.908 -0.607 1.211  0.6119
O: 1.479 -3.491 -0.128  -0.5682
H: 3.997 -1.511 -2.184  0.3451
C: -1.482 1.857 3.357  0.2746
H: 4.012 -6.592 5.731  0.3598
O: -5.882 -1.161 0.949  -0.5490
O: 1.973 -1.669 -8.457  -0.3299
C: -2.935 -2.367 0.761  -0.5612
H: 0.871 -6.318 3.340  0.3116
C: -0.030 1.846 0.224  -0.1304
H: 3.998 -5.206 4.660  0.3438
O: 8.295 2.676 1.186  -0.3243
H: 4.531 -2.706 -8.737  0.2957
O: -3.061 1.616 0.503  -0.5022
H: -2.186 -0.474 -0.448  0.6957
H: 5.559 1.882 -1.396  0.3700
H: 7.570 3.347 -0.617  0.3172
C: -1.653 1.445 4.844  -1.1591
C: 2.459 -3.057 -10.392  -1.4296
N: -1.874 0.786 2.370  0.3214
H: 4.730 3.303 -0.720  0.3584
C: -4.298 1.581 2.550  -1.3606
H: 1.614 -6.894 5.555  0.2560
C: 4.168 -1.733 -9.080  -0.4919
O: 6.774 1.079 0.768  -0.2940
O: -1.070 2.912 2.990  -0.3299
C: 1.250 0.114 3.469  -0.3909
H: 3.673 -6.829 4.010  0.3727
C: -2.800 5.332 -1.339  -0.1576
C: 2.942 -1.227 -2.185  -0.5718
C: 1.847 -2.822 -1.045  0.5529
O: -7.221 0.658 0.819  -0.3176
H: -4.413 0.780 3.306  0.2838
H: 4.888 -1.311 -9.779  0.3205
H: -1.254 0.404 4.913  0.2740
C: -10.260 -0.647 2.298  -1.4716
H: -10.473 -1.293 1.445  0.3598
C: 2.104 -2.035 -3.137  0.8650
H: 1.166 -0.999 5.279  0.2052
H: -1.925 4.682 -1.451  0.1253
H: -2.240 5.011 1.349  0.1807
H: 1.717 -0.256 1.365  0.3136
C: 6.102 2.336 0.642  0.5541
H: -2.739 1.396 5.068  0.3494
O: -2.938 6.113 -2.522  -0.3567
C: -1.821 5.922 0.917  -1.2503
H: -3.131 -3.251 1.396  0.3037
H: 1.809 -4.809 3.307  0.2518
H: 0.697 -1.530 2.101  0.6867

Cartesian forces, eV/Å:
0.0 0.1 0.0
-0.2 -0.8 0.0
0.2 0.1 0.0
0.8 -0.3 -0.3
-0.7 1.0 -0.3
0.1 0.0 -0.1
0.2 0.0 0.8
-0.5 0.7 0.3
-1.5 -1.1 -0.6
-0.1 0.0 0.1
0.2 0.0 -0.1
0.0 0.1 -0.2
0.1 0.4 0.1
0.0 0.1 0.2
0.0 0.1 0.0
-0.2 -0.2 -0.4
0.3 -0.3 0.7
0.1 0.2 0.3
0.1 0.0 0.0
-0.1 0.5 -0.1
-0.1 0.0 0.2
-0.1 -0.3 0.3
-0.3 0.2 -0.1
-0.8 -0.2 -0.4
0.1 0.5 -0.4
0.0 0.0 -0.1
0.6 0.3 -0.3
0.4 -1.1 0.7
0.0 0.2 -0.6
-0.1 -0.1 -0.1
0.0 -0.1 0.0
0.7 -0.6 -0.2
-0.1 -0.2 -1.4
-0.1 -0.4 -0.7
-0.6 -0.1 -0.5
-0.3 0.1 0.0
-0.2 0.2 0.0
-1.4 -1.0 0.0
0.2 0.1 0.4
0.2 -0.1 0.1
0.1 0.0 0.1
0.1 0.0 0.0
0.1 0.0 -0.1
-0.9 -0.1 0.1
-0.6 0.2 -0.2
0.0 -0.1 0.1
0.5 -0.4 0.4
2.2 1.2 -0.1
-0.1 0.1 0.3
0.2 -0.5 0.0
-0.2 -0.2 0.1
-0.6 0.7 -0.1
-2.1 0.3 0.4
-0.1 -0.1 0.9
-0.1 0.3 0.7
-0.4 -0.1 0.3
0.1 0.0 0.0
0.0 -0.7 0.2
0.0 0.1 0.0
0.4 -0.3 0.2
0.0 0.0 0.1
0.5 -0.7 0.1
0.2 -0.1 -0.3
-0.2 -0.2 -0.3
0.0 -0.6 -0.7
0.0 -0.3 0.0
0.0 0.3 -0.1
-0.1 -0.1 -0.1
0.2 -0.4 2.5
0.0 0.0 -0.1
-0.2 0.3 0.1
0.3 0.3 0.4
-0.5 0.2 -0.3
-0.2 0.1 0.1
-0.2 0.7 1.0
-0.1 0.0 -0.1
-0.1 -0.4 -0.1
-0.1 0.0 -0.1
0.9 -0.5 0.1
0.7 0.0 0.2
0.2 0.2 0.0
-0.1 -0.1 0.0
0.3 -0.8 -1.1
-0.5 -0.1 0.1
0.7 0.9 -1.0
0.0 0.0 0.1
1.2 0.3 -0.2
-0.1 0.1 0.0
0.4 0.1 -0.2
0.4 0.2 0.2
-0.1 -0.2 -0.5
0.0 -1.4 0.4
-0.1 0.0 0.0
-0.4 -0.3 -0.1
0.2 0.5 -0.1
-0.1 -0.5 0.0
0.2 -0.4 0.1
-0.1 0.6 -0.4
0.0 0.1 0.2
-0.4 0.7 0.1
0.1 -0.4 0.2
0.0 0.2 -0.1
0.4 0.0 -0.9
1.7 1.2 0.5
0.1 0.1 0.1
-0.1 0.0 0.0
-0.9 -0.2 -0.1
-0.5 0.2 -0.6
0.7 0.2 0.1
0.2 0.2 0.1
0.2 0.4 0.1
0.4 0.5 -0.5
0.1 -0.1 0.1
-0.3 0.7 -0.1